# 1
Density functional theory data (wB97M-V/def2-TZVPD) for 3 unconnected molecules or ions with the total composition C24H43N2O3S in a non-equilibrium geometry.

Geometry as XYZ:
```
73
Properties=species:S:1:pos:R:3:mulliken_charge:R:1
C 1.0376 -1.4804 0.5600 -0.055
C 0.3088 -0.6146 1.7011 -0.269
C -0.0658 -1.5599 2.9319 -0.436
C -0.9373 -2.8478 2.5151 -0.711
C -2.3336 -2.4755 1.8373 -0.325
C -2.7912 -3.5002 0.6870 -0.843
C -2.9305 -2.7633 -0.7516 -0.154
C -1.8810 -3.4097 -1.7590 -0.743
C -1.7391 -2.5810 -3.1383 -0.900
C -1.2878 -1.1150 -2.7177 0.294
C -0.4487 -0.3182 -3.8270 -0.759
C 1.0801 -0.3095 -3.3599 -0.541
C 1.5624 1.0450 -2.6867 -0.946
C 0.5541 1.6468 -1.6077 0.844
C 0.3106 3.2394 -1.7874 -0.703
C -1.2500 3.5326 -1.6611 -0.796
S -1.8805 3.2813 0.0812 1.139
O -3.1686 4.0708 0.1856 -0.724
O -2.1928 1.8098 0.2429 -0.658
O -0.7610 3.7628 1.1481 -0.744
H 0.2527 -2.0609 -0.0192 -0.366
H 1.8087 -2.1762 1.0273 0.292
H 1.5564 -0.7361 -0.1212 0.066
H 1.0788 0.1601 2.0341 0.461
H -0.5865 -0.0515 1.2717 -0.011
H 0.9271 -1.9395 3.3569 -0.134
H -0.5514 -0.9546 3.7559 0.346
H -0.3488 -3.5552 1.8550 0.281
H -1.1506 -3.4146 3.4867 0.357
H -2.2712 -1.4058 1.4750 0.123
H -3.1235 -2.5339 2.6625 0.423
H -2.0547 -4.3708 0.5928 0.406
H -3.8315 -3.9178 0.9094 0.326
H -2.7764 -1.6632 -0.5467 -0.005
H -3.9755 -2.8913 -1.1837 0.412
H -0.8639 -3.6031 -1.2816 0.281
H -2.2985 -4.4432 -2.0310 0.380
H -0.9284 -3.1058 -3.7550 0.285
H -2.7091 -2.6225 -3.7280 0.341
H -0.6186 -1.2158 -1.7952 -0.462
H -2.2085 -0.5523 -2.3550 0.445
H -0.5927 -0.7887 -4.8542 0.404
H -0.8494 0.7533 -3.7984 0.229
H 1.7040 -0.4434 -4.3144 0.315
H 1.3220 -1.2351 -2.7329 0.318
H 2.5275 0.7964 -2.1196 0.227
H 1.8553 1.8588 -3.4253 0.464
H -0.4757 1.1824 -1.6046 -0.443
H 0.9871 1.5377 -0.5626 0.073
H 0.7647 3.6082 -2.7597 0.272
H 0.8373 3.7730 -0.9233 0.322
H -1.8031 2.7680 -2.2959 0.251
H -1.5083 4.5652 -2.0393 0.342
N 1.2865 7.1624 -0.7853 0.025
C 2.5752 7.6206 -0.7636 -0.537
C 2.9053 8.0182 -2.0366 -0.371
C 1.7697 7.7955 -2.8549 -0.424
C 0.7865 7.2700 -2.0532 -0.476
H 0.7823 6.8013 0.0099 0.242
H 3.1455 7.6230 0.1521 0.378
H 3.8572 8.4245 -2.3440 0.387
H 1.6815 7.9976 -3.9118 0.396
H -0.2233 6.9623 -2.2756 0.386
N 2.4531 -3.6145 5.1719 0.028
C 2.0340 -4.0295 6.4072 -0.551
C 1.5704 -5.3158 6.2867 -0.394
C 1.7200 -5.6922 4.9288 -0.397
C 2.2701 -4.6231 4.2661 -0.501
H 2.8367 -2.7085 4.9627 0.239
H 2.1002 -3.3750 7.2621 0.384
H 1.1686 -5.9190 7.0866 0.397
H 1.4550 -6.6401 4.4857 0.400
H 2.5445 -4.4927 3.2309 0.394
```

Summary:
frontier orbital gap	0.28508	Eh
net charge	-1
M	439.69	g/mol
ΔE to the lowest compared entry with this formula, charge and spin	0.0	kcal per mole
2S+1	1
calculated total energy	-1673.64371	Ha
largest force on an atom	5.5	eV/A

# 2
Density functional theory data (wB97M-V/def2-TZVPD) for a molecular structure, C24H43N2P3SSeSm in a non-equilibrium geometry.

Geometry as XYZ:
```
75
Properties=species:S:1:pos:R:3:lowdin_spin:R:1
Sm 0.9009 -0.2424 -0.4305 5.009
P -1.3017 -0.3233 1.6501 -0.011
P 1.8674 -2.8115 -1.3729 -0.014
P -1.5181 -0.8149 -1.9350 -0.009
H -0.0345 4.5234 -0.6775 0.000
C -1.1151 4.3194 -0.7895 -0.001
C -1.8475 3.8807 0.2392 -0.001
H -1.3987 3.6829 1.2268 0.000
C -0.9005 0.4408 3.2708 -0.001
C -1.9255 -1.9582 2.2181 -0.002
C -2.8684 0.5619 1.2939 -0.001
C 2.5534 -2.8175 -3.0748 -0.003
C 3.3624 -3.3327 -0.4458 0.000
C 0.9107 -4.3711 -1.3930 -0.002
C -2.6133 0.6253 -2.2570 -0.002
C -2.7417 -2.1280 -1.5607 -0.001
C -1.0463 -1.2750 -3.6489 0.002
H -1.5539 4.5054 -1.7732 0.000
H -2.9327 3.7519 0.1598 0.000
H -0.3420 1.3716 3.1105 0.000
H -0.2842 -0.2270 3.8877 0.000
H -1.8330 0.6743 3.8050 0.000
H -1.1748 -2.4484 2.8538 0.000
H -2.1286 -2.6030 1.3521 0.000
H -2.8537 -1.8361 2.7958 0.000
H -2.6507 1.5085 0.7796 0.000
H -3.3767 0.7911 2.2407 0.000
H -3.5364 -0.0388 0.6652 0.000
H 3.1642 -3.7199 -3.2201 -0.001
H 3.1716 -1.9196 -3.2167 -0.001
H 1.7465 -2.7950 -3.8174 0.000
H 3.6262 -4.3625 -0.7248 0.000
H 3.1716 -3.2697 0.6351 0.000
H 4.1927 -2.6617 -0.7008 0.000
H 1.4842 -5.1570 -1.9054 0.000
H -0.0407 -4.2116 -1.9189 0.000
H 0.6925 -4.6929 -0.3660 0.000
H -3.0064 0.5567 -3.2800 0.000
H -2.0424 1.5585 -2.1533 0.000
H -3.4475 0.6480 -1.5458 0.000
H -3.3568 -2.3226 -2.4509 0.000
H -3.3933 -1.8315 -0.7289 0.000
H -2.2186 -3.0531 -1.2826 0.000
H -1.9613 -1.3345 -4.2545 0.000
H -0.5323 -2.2455 -3.6652 0.000
H -0.3702 -0.5149 -4.0631 0.002
C 1.9485 2.1580 -3.7377 0.023
C 1.3999 3.4143 -3.4169 0.018
C 1.4844 4.4772 -4.3244 0.002
C 2.0683 4.2889 -5.5870 0.036
C 2.5497 3.0199 -5.9388 0.002
C 2.4783 1.9622 -5.0306 0.013
Se 2.0791 0.6717 -2.5280 0.022
H 1.1562 1.5220 -0.8618 -0.057
H 0.9183 3.5575 -2.4491 0.000
H 1.0996 5.4618 -4.0547 0.000
H 2.1467 5.1206 -6.2889 0.001
H 2.9900 2.8529 -6.9207 0.000
H 2.8498 0.9754 -5.3009 -0.001
N 1.7779 -2.5549 2.2316 0.001
C 2.1666 -1.2815 2.5873 0.000
N 2.0865 -0.2386 1.7569 -0.009
C 2.5276 0.9496 2.3845 0.000
C 2.3887 2.2428 1.8720 -0.005
C 2.6428 3.3268 2.7208 0.000
C 3.0739 3.1082 4.0404 -0.001
C 3.2321 1.8124 4.5415 0.000
C 2.9433 0.7355 3.7104 0.000
S 2.8497 -0.9728 4.1453 0.000
H 1.8961 -3.2362 2.9799 0.000
H 0.9423 -2.6694 1.6608 0.001
H 2.0729 2.3873 0.8296 -0.005
H 2.5121 4.3431 2.3552 0.000
H 3.2871 3.9634 4.6847 0.000
H 3.5611 1.6096 5.5608 0.000
```

Summary:
frontier orbital gap (spin up / spin down)	0.16304 / 0.15605	Eh
net charge	+3
M	713.93	g/mol
ΔE to the lowest compared entry with this formula, charge and spin	40.1	kcal per mole
2S+1	6
<S²>	8.956
calculated total energy	-5530.42913	Ha
largest force on an atom	5.7	eV/A

# 3
Density functional theory data (wB97M-V/def2-TZVPD) for 3 unconnected molecules or ions with the total composition C24H43N3O9P2 in a non-equilibrium geometry.

Geometry as XYZ:
```
81
Properties=species:S:1:pos:R:3:mulliken_charge:R:1
C 2.4381 -0.3706 3.0879 -0.807
N 2.1746 0.6756 2.0801 0.150
C 2.1010 2.0219 2.6642 -1.102
C 1.0593 0.3696 1.2374 -0.046
O 1.2322 -0.4213 0.3309 -0.569
C -0.3538 0.9500 1.4362 -0.331
C -1.3122 -0.0170 2.1511 0.608
C -0.9473 -1.3114 2.3794 -0.112
C -1.8230 -2.2251 3.0870 -1.409
C -3.0285 -1.7496 3.5069 -0.365
C -3.4793 -0.4096 3.2641 0.231
N -4.7181 -0.0634 3.7218 -0.645
C -4.9736 1.1993 3.4555 -0.225
C -4.1127 2.0962 2.7482 -0.340
N -2.9335 1.7459 2.2885 -0.460
C -2.6038 0.4533 2.5774 0.321
H 3.2604 -1.0079 2.7219 0.253
H 1.5527 -0.9565 3.3707 0.260
H 2.8347 0.1200 3.9939 0.426
H 1.6802 2.7766 1.9885 0.340
H 3.1430 2.3379 2.8634 0.349
H 1.6004 2.0332 3.6564 0.368
H -0.7531 1.1483 0.4252 0.315
H -0.3582 1.9234 1.9486 0.513
H 0.0042 -1.7354 2.0505 0.609
H -1.5344 -3.2589 3.2823 0.438
H -3.6906 -2.4188 4.0651 0.446
H -5.9345 1.5969 3.8081 0.381
H -4.4551 3.1247 2.5911 0.409
C 2.0413 8.2801 -0.2615 -1.041
C 1.6026 7.1040 -1.1156 -0.239
O 2.6975 6.5265 -1.8164 -0.353
P 3.7169 5.4699 -1.0669 1.186
O 2.7421 4.6037 -0.3299 -0.681
O 4.0438 4.4348 -2.3135 -0.422
C 4.0573 3.0215 -2.0724 -0.325
C 2.7814 2.3848 -2.5903 -1.055
O 5.0686 6.3202 -1.4320 -0.431
C 5.2326 6.9379 -2.7179 -0.214
C 5.2038 8.4501 -2.5668 -1.025
H 2.8817 8.0091 0.3826 0.279
H 1.2159 8.6312 0.3596 0.393
H 2.3645 9.1112 -0.8900 0.254
H 1.0860 6.3616 -0.5054 0.269
H 0.8882 7.4449 -1.8670 0.297
H 4.1929 2.8096 -1.0114 0.296
H 4.9192 2.6052 -2.5975 0.340
H 1.8981 2.9385 -2.2735 0.241
H 2.6930 1.3523 -2.2469 0.352
H 2.7781 2.3868 -3.6824 0.339
H 4.4809 6.6035 -3.4272 0.298
H 6.2025 6.6231 -3.1047 0.418
H 4.5252 8.7595 -1.7751 0.187
H 4.9052 8.9301 -3.5002 0.300
H 6.1932 8.8256 -2.2984 0.336
C -3.8292 -4.5173 1.0843 -0.785
C -4.3134 -5.1219 -0.2200 -0.513
O -3.2260 -5.6026 -1.0007 -0.315
P -2.5429 -7.0677 -0.6898 1.192
O -3.7603 -7.9152 -0.4797 -0.792
O -2.1670 -7.5747 -2.2198 -0.386
C -2.4226 -8.9299 -2.5993 -0.369
C -3.6682 -9.0094 -3.4619 -1.070
O -1.0283 -6.4647 -0.5325 -0.415
C -0.5396 -5.4366 -1.4106 -0.220
C -0.3470 -4.1453 -0.6304 -0.789
H -3.1692 -5.2062 1.6189 0.250
H -4.6737 -4.2619 1.7265 0.447
H -3.2648 -3.6035 0.8945 0.133
H -5.0473 -5.9067 -0.0300 0.342
H -4.8192 -4.3573 -0.8122 0.314
H -2.5174 -9.5686 -1.7207 0.339
H -1.5575 -9.2839 -3.1640 0.353
H -4.4937 -8.4459 -3.0290 0.276
H -3.9816 -10.0459 -3.6000 0.357
H -3.4722 -8.5747 -4.4443 0.295
H -1.1982 -5.2830 -2.2608 0.319
H 0.4188 -5.7779 -1.8035 0.417
H -1.0959 -4.0356 0.1516 -0.072
H -0.3925 -3.2781 -1.2906 0.335
H 0.6272 -4.1387 -0.1372 0.356
```

Summary:
frontier orbital gap	0.31306	Eh
SMILES	CN(C)C(=O)Cc1cccc2nccnc12.CCOP(=O)(OCC)OCC.CCOP(=O)(OCC)OCC
M	579.57	g/mol
2S+1	1
calculated total energy	-2464.43845	Ha
largest force on an atom	8.0	eV/A